# 1
Computed, not measured: one molecule with the formula C3H6N2O, with ωB97M-V/def2-TZVPD.

Computed properties:
calculated total energy: -302.6269 hartree
ΔE to the lowest compared entry with this formula, charge and spin: 173.85 kJ/mol
E_HOMO: -9.9 eV
SMILES: C=NCNC=O
Kohn-Sham gap: 10.60 eV
multiplicity: 1

Cartesian coordinates (Å):
C 0.68 1.33 -1.78
N 0.16 0.20 -1.53
C 0.32 -0.11 -0.13
N -0.87 -0.51 0.57
C -0.80 -1.25 1.71
O -1.72 -1.45 2.47
H 0.88 0.75 0.31
H 0.97 1.61 -2.78
H 0.88 2.07 -0.99
H 1.03 -0.94 -0.10
H -1.74 -0.02 0.39
H 0.21 -1.68 1.86

***

# 2
Computed, not measured: a 5-piece molecular cluster, C13H36O13S4 overall in a non-equilibrium geometry, with ωB97M-V/def2-TZVPD.

Computed properties:
calculated total energy: -3087.6130 hartree
ΔE to the lowest compared entry with this formula, charge and spin: 225.75 kJ/mol
E_HOMO: -10.2 eV
SMILES: CCOS(C)(=O)=O.CCOS(C)(=O)=O.CCOS(C)(=O)=O.CCOS(C)(=O)=O.CO
Kohn-Sham gap: 10.46 eV
multiplicity: 1

Cartesian coordinates (Å):
O 4.77 -36.32 -1.82
S 5.40 -35.14 -2.41
O 6.35 -34.30 -1.69
O 6.13 -35.87 -3.77
C 6.86 -35.10 -4.68
C 8.28 -35.61 -4.86
C 3.98 -34.17 -3.20
H 6.92 -34.06 -4.35
H 6.25 -35.07 -5.58
H 8.49 -35.58 -5.93
H 8.38 -36.64 -4.51
H 9.09 -34.99 -4.48
H 3.34 -34.90 -3.70
H 4.35 -33.59 -4.05
H 3.48 -33.50 -2.50
O 1.32 -36.45 -2.70
S 0.12 -35.64 -2.52
O -0.77 -35.30 -3.66
O -0.82 -36.08 -1.26
C -0.93 -37.43 -0.86
C -2.27 -37.76 -0.23
C 0.55 -34.05 -1.67
H -0.07 -37.64 -0.23
H -0.84 -38.19 -1.64
H -2.39 -38.84 -0.10
H -3.14 -37.71 -0.88
H -2.39 -37.17 0.67
H -0.26 -33.35 -1.47
H 1.22 -33.56 -2.38
H 0.96 -34.33 -0.70
O 5.26 -28.37 2.67
S 3.80 -28.41 2.61
O 3.06 -29.09 1.51
O 3.19 -28.89 4.08
C 1.84 -29.29 4.08
C 1.21 -29.26 5.53
C 3.20 -26.70 2.69
H 1.67 -30.26 3.60
H 1.28 -28.53 3.54
H 0.14 -29.45 5.43
H 1.24 -28.29 6.02
H 1.60 -30.06 6.16
H 4.04 -26.02 2.62
H 2.64 -26.52 3.60
H 2.54 -26.55 1.83
O -0.74 -29.73 -0.22
S 0.06 -28.54 -0.49
O 0.29 -27.56 0.58
O 1.51 -28.98 -1.14
C 2.52 -28.01 -1.34
C 3.68 -28.88 -1.79
C -0.64 -27.75 -1.98
H 2.79 -27.59 -0.37
H 2.04 -27.34 -2.06
H 3.39 -29.66 -2.49
H 4.19 -29.38 -0.97
H 4.38 -28.15 -2.20
H -0.13 -28.14 -2.87
H -0.30 -26.71 -1.99
H -1.72 -27.88 -1.98
C 3.95 -32.08 0.12
O 2.51 -31.93 -0.10
H 4.44 -31.14 0.38
H 4.04 -32.83 0.91
H 4.51 -32.49 -0.72
H 2.31 -31.13 0.39

***

# 3
Computed, not measured: C4H3ClIN as an isolated structure in a non-equilibrium geometry, with ωB97M-V/def2-TZVPD.

Computed properties:
calculated total energy: -966.5313 hartree
ΔE to the lowest compared entry with this formula, charge and spin: 813.92 kJ/mol
E_HOMO (spin up / spin down): -7.2 / -7.2 eV
Kohn-Sham gap (spin up / spin down): 5.55 / 5.63 eV
multiplicity: 1

Cartesian coordinates (Å):
C 2.15 -1.40 1.02
C 1.18 -0.84 0.51
C 0.72 -2.31 3.35
C 0.07 0.01 0.01
N 3.11 -2.20 1.47
Cl -0.34 -2.99 4.38
I 2.65 -3.13 3.16
H -0.15 0.83 0.63
H -0.72 -0.88 0.12
H 0.22 0.52 -0.93

***

# 4
Computed, not measured: a 2-piece molecular cluster, C5H13N2 overall in a non-equilibrium geometry, with ωB97M-V/def2-TZVPD.

Computed properties:
calculated total energy: -307.2935 hartree
ΔE to the lowest compared entry with this formula, charge and spin: 861.56 kJ/mol
charge: +1
E_HOMO: -14.5 eV
Kohn-Sham gap: 5.71 eV
multiplicity: 1

Cartesian coordinates (Å):
C -2.25 -0.20 0.73
C -1.04 -1.15 0.69
C 0.39 -0.73 1.12
C 0.71 0.79 1.22
N 0.73 -0.66 -2.03
C 1.15 0.54 -1.75
N 0.29 1.35 -0.05
H -2.19 0.40 1.65
H -2.12 0.53 -0.08
H -3.22 -0.69 0.69
H -1.32 -2.03 1.30
H -1.06 -1.48 -0.34
H 0.70 -1.37 1.94
H 0.97 -1.01 0.24
H 1.81 0.89 1.35
H 0.22 1.32 2.04
H 2.16 0.61 -1.34
H 1.39 -1.14 -2.66
H 0.74 1.42 -2.29
H 0.74 2.25 -0.25

***

# 5
Computed, not measured: an isolated ion of composition C5H8N and charge +1 in a non-equilibrium geometry, with ωB97M-V/def2-TZVPD.

Computed properties:
calculated total energy: -249.6604 hartree
ΔE to the lowest compared entry with this formula, charge and spin: 432.57 kJ/mol
charge: +1
E_HOMO: -14.2 eV
SMILES: C1=CC1[C@H]1C[NH2+]1
Kohn-Sham gap: 10.77 eV
multiplicity: 1

Cartesian coordinates (Å):
C -0.61 -0.12 0.12
C 0.75 0.01 0.48
C -0.91 0.12 -1.33
C 1.33 1.38 0.88
C 1.12 0.54 1.79
N -0.86 -1.25 -0.80
H -1.39 0.00 0.80
H 1.51 -0.68 0.07
H -1.88 0.53 -1.78
H -0.10 0.61 -1.88
H 1.66 2.35 0.57
H 1.34 0.07 2.73
H -1.81 -1.54 -0.53
H -0.15 -2.03 -1.11

***

# 6
Computed, not measured: a 2-piece molecular cluster, C6H14O2S overall in a non-equilibrium geometry, with ωB97M-V/def2-TZVPD.

Computed properties:
calculated total energy: -785.4249 hartree
E_HOMO (spin up / spin down): -4.6 / -9.4 eV
Kohn-Sham gap (spin up / spin down): 5.28 / 6.57 eV
multiplicity: 3

Cartesian coordinates (Å):
C 3.16 0.25 1.10
C 2.46 -0.53 -1.07
C -3.96 -1.27 0.02
C 2.27 0.68 -0.10
C -2.64 -0.61 -0.36
C 0.75 0.88 0.21
O 0.15 0.23 1.00
O 0.15 1.80 -0.54
S -2.82 1.24 0.06
H 4.26 0.02 0.85
H 3.05 1.07 1.78
H 2.67 -0.72 1.38
H 3.47 -0.74 -1.19
H 2.19 -0.24 -2.01
H 1.96 -1.34 -0.76
H -4.02 -2.07 -0.62
H -3.84 -1.42 1.03
H -4.75 -0.65 -0.26
H 2.49 1.73 -0.41
H -1.74 -0.76 0.22
H -2.42 -0.59 -1.35
H -0.74 1.93 -0.31
H -2.11 1.10 1.32

***

Repeat the sixth record exactly.
Computed, not measured: a 2-piece molecular cluster, C6H14O2S overall in a non-equilibrium geometry, with ωB97M-V/def2-TZVPD.

Computed properties:
calculated total energy: -785.4249 hartree
E_HOMO (spin up / spin down): -4.6 / -9.4 eV
Kohn-Sham gap (spin up / spin down): 5.28 / 6.57 eV
multiplicity: 3

Cartesian coordinates (Å):
C 3.16 0.25 1.10
C 2.46 -0.53 -1.07
C -3.96 -1.27 0.02
C 2.27 0.68 -0.10
C -2.64 -0.61 -0.36
C 0.75 0.88 0.21
O 0.15 0.23 1.00
O 0.15 1.80 -0.54
S -2.82 1.24 0.06
H 4.26 0.02 0.85
H 3.05 1.07 1.78
H 2.67 -0.72 1.38
H 3.47 -0.74 -1.19
H 2.19 -0.24 -2.01
H 1.96 -1.34 -0.76
H -4.02 -2.07 -0.62
H -3.84 -1.42 1.03
H -4.75 -0.65 -0.26
H 2.49 1.73 -0.41
H -1.74 -0.76 0.22
H -2.42 -0.59 -1.35
H -0.74 1.93 -0.31
H -2.11 1.10 1.32

***

Which of these has the lowest calculated total energy?
C13H36O13S4

***

Which value of calculated total energy does entry 6 give?
-785.4249 hartree

***

Which of these has the highest calculated total energy?
C5H8N